Molecular formula: C39H39N2O2PRuS2Se
Method: DFT, wB97M-V/def2-TZVPD

Calculated values
HOMO level (spin up / spin down) (eV): -12.5318 / -12.5056
ΔE to the lowest compared entry with this formula, charge and spin (kJ/mol): 91.90
⟨S²⟩: 6.04
Charge: +2
Spin multiplicity: 5
E_tot (eV): -147023.558
Gap between HOMO and LUMO (spin up / spin down) (Ha): 0.25140 / 0.15869

Each line ends with the Löwdin spin population.
Geometry (Å):
1 Ru 0.4478 -0.3352 0.0401  1.833
2 O -0.6936 0.1805 2.5088  0.023
3 N 0.6095 -0.1049 2.0449  0.002
4 C 1.5147 0.2209 2.8821  -0.006
5 C 2.9628 0.1129 2.6837  0.001
6 C 3.7027 0.2536 3.8595  -0.002
7 C 5.0816 0.1228 3.8559  0.001
8 C 5.7367 -0.1441 2.6658  -0.001
9 C 5.0117 -0.2696 1.4873  0.003
10 C 3.6278 -0.1364 1.4716  0.008
11 P 2.8148 -0.2637 -0.1483  0.086
12 C 3.6023 -1.6923 -0.9098  0.017
13 C 3.2536 -2.9420 -0.3914  0.009
14 C 3.8416 -4.0910 -0.8902  0.000
15 C 4.7748 -3.9987 -1.9182  0.005
16 C 5.1255 -2.7602 -2.4320  0.001
17 C 4.5444 -1.6020 -1.9279  0.006
18 C 3.2791 1.2483 -1.0240  0.015
19 C 3.7274 2.3648 -0.3189  0.009
20 C 4.0218 3.5422 -0.9948  -0.001
21 C 3.8808 3.6059 -2.3728  0.009
22 C 3.4326 2.4964 -3.0809  0.001
23 C 3.1217 1.3246 -2.4101  0.015
24 H -1.0456 -0.6555 2.8516  0.002
25 H 1.1651 0.5775 3.8468  -0.001
26 H 3.1855 0.4570 4.7893  0.000
27 H 5.6377 0.2268 4.7775  0.000
28 H 6.8134 -0.2499 2.6474  0.000
29 H 5.5395 -0.4688 0.5622  0.000
30 H 2.5317 -3.0142 0.4173  0.003
31 H 3.5805 -5.0579 -0.4799  0.000
32 H 5.2325 -4.8957 -2.3140  0.000
33 H 5.8597 -2.6902 -3.2236  0.000
34 H 4.8403 -0.6389 -2.3229  0.000
35 H 3.8526 2.3255 0.7557  0.000
36 H 4.3726 4.4041 -0.4425  0.000
37 H 4.1282 4.5184 -2.8995  0.001
38 H 3.3276 2.5439 -4.1570  0.000
39 H 2.7718 0.4665 -2.9725  0.006
40 S -0.0682 0.0064 -2.2318  0.402
41 C -0.2256 1.6215 -1.6620  0.038
42 N -0.1530 1.7461 -0.3485  0.124
43 C -0.1781 3.0695 0.0302  0.022
44 C -0.1137 3.5574 1.3411  0.015
45 C -0.1403 4.9175 1.5237  0.007
46 C -0.2406 5.7987 0.4276  0.032
47 C -0.3206 5.3347 -0.8650  -0.003
48 C -0.2888 3.9512 -1.0569  0.038
49 S -0.3700 3.0751 -2.5436  0.031
50 H -0.0659 2.8708 2.1764  0.001
51 H -0.0949 5.3263 2.5242  0.000
52 H -0.2657 6.8652 0.6069  0.001
53 H -0.4082 6.0176 -1.6993  -0.001
54 C -9.0734 0.2409 -0.4190  0.019
55 C -7.5781 0.1234 -0.3794  0.106
56 C -6.8048 1.0572 0.3118  0.000
57 C -5.4300 0.9665 0.3654  0.074
58 C -4.6565 2.0123 1.1207  0.011
59 C -4.7920 -0.1135 -0.3124  0.121
60 Se -2.9563 -0.2419 -0.2265  0.704
61 C -5.5659 -1.0670 -1.0332  0.075
62 C -4.9751 -2.2136 -1.8080  0.010
63 C -6.9390 -0.9238 -1.0396  -0.006
64 H -9.4269 1.0865 0.1667  0.000
65 H -9.5398 -0.6665 -0.0326  0.006
66 H -9.4179 0.3666 -1.4470  0.006
67 H -7.3004 1.8747 0.8218  -0.001
68 H -5.3411 2.6988 1.6148  0.000
69 H -4.0165 2.5888 0.4497  0.004
70 H -4.0061 1.5656 1.8737  0.005
71 H -3.9242 -2.3732 -1.5840  0.004
72 H -5.0657 -2.0226 -2.8792  0.003
73 H -5.5237 -3.1310 -1.5951  0.002
74 H -7.5396 -1.6496 -1.5777  -0.002
75 C -0.2992 -4.5362 0.9652  0.001
76 C -0.8187 -4.5378 -0.4731  0.001
77 C -0.3462 -3.1989 -0.9968  0.004
78 O -0.3972 -2.3150 0.1665  0.090
79 C -0.5203 -3.0954 1.3887  0.007
80 H 0.7625 -4.7894 0.9918  0.000
81 H -0.8307 -5.2322 1.6108  0.000
82 H -1.9084 -4.5871 -0.4829  0.000
83 H -0.4315 -5.3636 -1.0668  0.000
84 H -0.9936 -2.7660 -1.7575  0.000
85 H 0.6821 -3.2303 -1.3590  0.000
86 H -1.5266 -2.9341 1.7808  0.004
87 H 0.2192 -2.7322 2.1024  0.001

***

Molecular formula: C39H39N3O6PdSe2Te
Method: DFT, wB97M-V/def2-TZVPD

Calculated values
HOMO level (spin up / spin down) (eV): -6.9098 / -6.8508
ΔE to the lowest compared entry with this formula, charge and spin (kJ/mol): 85.07
⟨S²⟩: 6.02
Charge: 0
Spin multiplicity: 5
E_tot (eV): -199294.541
Gap between HOMO and LUMO (spin up / spin down) (Ha): 0.25342 / 0.17022

Each line ends with the Löwdin spin population.
Geometry (Å):
1 Pd 0.5019 0.2282 1.1082  1.375
2 O 5.4069 1.7392 4.4099  0.001
3 C 4.0802 2.0907 4.7329  0.001
4 C 3.0978 1.2262 3.9085  0.021
5 C 3.4813 -0.2383 4.1566  0.009
6 O 2.5453 -1.0826 3.5260  0.101
7 C 1.6967 1.5461 4.4304  0.081
8 Se 0.1586 0.6011 3.6337  0.884
9 C 3.2695 1.6155 2.4336  0.067
10 Se 2.9283 0.2456 1.0561  0.834
11 H 6.0111 2.2857 4.9245  0.000
12 H 3.8984 3.1522 4.5135  0.000
13 H 3.8959 1.9267 5.8050  0.000
14 H 3.5027 -0.4300 5.2384  0.001
15 H 4.4880 -0.3927 3.7451  0.005
16 H 2.7711 -2.0026 3.7089  0.001
17 H 1.4972 2.6124 4.2954  0.018
18 H 1.6357 1.3202 5.4979  0.009
19 H 4.3013 1.9363 2.2766  0.005
20 H 2.5920 2.4339 2.1795  0.011
21 C -2.8674 -1.9540 -5.2159  0.000
22 C -2.1317 -1.2569 -4.1137  0.000
23 C -1.3001 -0.1736 -4.3638  0.001
24 C -0.5785 0.4512 -3.3646  0.007
25 C 0.1270 1.6880 -3.7648  0.000
26 O -0.2708 2.3205 -4.7316  0.000
27 C 1.3087 2.1619 -3.0072  0.000
28 C 1.5019 3.5343 -2.8682  0.006
29 C 2.6374 4.0172 -2.2457  0.000
30 C 3.5968 3.1339 -1.7781  0.007
31 C 3.4270 1.7686 -1.9471  0.022
32 C 2.2832 1.2815 -2.5514  0.011
33 C -0.6123 -0.0438 -2.0074  0.010
34 O 0.1328 0.4658 -1.1320  0.107
35 C -1.5628 -1.1032 -1.7433  0.002
36 C -2.2824 -1.6646 -2.7993  -0.001
37 C -1.8121 -1.6080 -0.4050  0.006
38 N -1.0397 -1.4243 0.6064  0.083
39 C -1.3401 -2.0051 1.8928  0.002
40 C -0.0728 -2.6331 2.4385  0.006
41 Te 0.5311 -4.3675 1.2962  0.003
42 C 1.5471 -3.2816 -0.2531  0.002
43 C 2.8269 -2.7995 -0.0310  0.006
44 C 3.5342 -2.2051 -1.0635  0.003
45 C 2.9611 -2.0890 -2.3186  0.000
46 C 1.6716 -2.5463 -2.5343  0.003
47 C 0.9705 -3.1506 -1.5053  -0.001
48 C -3.0706 -2.4100 -0.2669  0.005
49 C -3.0555 -3.7979 -0.3659  0.000
50 C -4.2304 -4.5192 -0.2404  0.000
51 C -5.4282 -3.8595 -0.0226  0.000
52 C -5.4477 -2.4772 0.0650  0.000
53 C -4.2736 -1.7511 -0.0436  0.001
54 H -2.6737 -1.4765 -6.1730  0.000
55 H -3.9403 -1.9428 -5.0266  0.000
56 H -2.5529 -2.9958 -5.2813  0.000
57 H -1.2032 0.2174 -5.3678  0.000
58 H 0.7480 4.2057 -3.2556  0.000
59 H 2.7774 5.0840 -2.1365  0.000
60 H 4.4844 3.5081 -1.2895  0.000
61 H 4.1912 1.0820 -1.6094  0.005
62 H 2.1532 0.2194 -2.6856  0.000
63 H -2.9746 -2.4711 -2.6002  0.000
64 H -2.1474 -2.7475 1.8411  0.001
65 H -1.6785 -1.1964 2.5663  0.000
66 H -0.2023 -2.9318 3.4743  0.001
67 H 0.7504 -1.9182 2.3652  0.003
68 H 3.2919 -2.9101 0.9398  0.003
69 H 4.5384 -1.8508 -0.8826  0.001
70 H 3.5258 -1.6531 -3.1295  0.000
71 H 1.2120 -2.4437 -3.5084  0.000
72 H -0.0229 -3.5381 -1.6889  0.000
73 H -2.1216 -4.3210 -0.5348  0.000
74 H -4.2031 -5.5963 -0.3182  0.000
75 H -6.3450 -4.4201 0.0787  0.000
76 H -6.3826 -1.9576 0.2152  0.000
77 H -4.2770 -0.6799 0.0808  0.000
78 C -4.6118 3.2230 0.4979  0.001
79 N -3.1783 3.1141 0.6243  0.002
80 C -2.3679 4.1645 0.3817  0.000
81 C -1.0234 4.0679 0.4553  0.006
82 C -0.4653 2.7896 0.8102  0.017
83 O 0.7659 2.5920 0.9443  0.141
84 N -1.3100 1.7731 1.0595  0.092
85 C -2.6423 1.8544 0.9705  0.008
86 O -3.3999 0.9252 1.1840  0.001
87 H -4.9310 4.2310 0.7563  0.000
88 H -5.0708 2.5026 1.1750  0.000
89 H -4.9242 2.9864 -0.5231  0.000
90 H -2.8631 5.0944 0.1336  0.000
91 H -0.3685 4.8985 0.2586  0.001